Entry from OMol25: 2 unconnected molecules or ions with the total composition H4N2O2P at a distorted geometry (ωB97M-V/def2-TZVPD).

The geometry in XYZ format:
```
9
H4N2O2P (ωB97M-V/def2-TZVPD)
N -0.9602 -0.0130 -0.5526
N 0.3675 -0.5433 -0.6908
O 1.5588 1.7502 -0.4181
O 3.6890 -1.0361 -0.0321
P 1.6016 0.3660 0.0822
H -1.0376 0.4748 0.3480
H -1.0415 0.7107 -1.2686
H 0.3926 -1.5193 -0.4182
H 1.0973 0.3682 1.4377
```

Output
Maximum force (hartree/bohr): 0.047
E_tot (eV): -16425.7200
Net charge: -1
HOMO energy (spin up / spin down) (eV): -2.3155 / -3.6761
Spin multiplicity: 3
HOMO-LUMO gap (spin up / spin down) (eV): 6.89 / 8.19
⟨S²⟩: 2.013